Entry 1:
This record from the OMol25 dataset describes a molecular structure, C27H35FN4P2Pb at a distorted geometry. The level of theory is ωB97M-V with the def2-TZVPD basis set.

HOMO energy (alpha / beta) = -12.4 / -12.4 eV
E = -2243.46124 Ha
Orbital gap (alpha / beta) = 2.5 / 2.8 eV
ΔE to the lowest compared entry with this formula, charge and spin = 0.000 eV

ORCA input file:
```
! RIJCOSX wB97M-V def2-TZVPD def2/J DEFGRID3
* xyz 2 1
Pb -0.43796 -2.94631 1.98642
C -0.80699 2.56909 5.49633
C -1.16516 1.62335 4.62238
C -0.76929 1.41419 3.17534
C 0.56585 0.71248 2.82157
C 1.79581 1.35755 3.25723
C 1.98994 2.50538 3.94571
C 1.01633 3.63480 4.09293
C 0.26927 3.60893 5.42961
C 0.45156 -2.61052 4.01466
H -1.33197 2.55722 6.46543
H -1.81938 0.77720 4.98134
H -0.87201 2.36297 2.61399
H -1.54762 0.77891 2.72106
H 0.55200 -0.29654 3.26704
H 0.61692 0.55979 1.72491
H 2.72246 0.86951 2.89887
H 2.97055 2.72084 4.39210
H 0.32155 3.62345 3.23793
H 1.58486 4.58921 4.02800
H 0.97279 3.45850 6.27290
H -0.20377 4.60407 5.56334
H -0.52252 -2.97978 4.49472
H 0.54860 -1.56272 4.40363
H 1.26889 -3.27759 4.35119
P 1.31678 -1.33057 -1.53072
P -1.93221 -0.93476 -1.42731
N 2.67594 -0.22160 -1.63637
N 2.09539 -2.53029 -2.59971
N -2.04169 0.84142 -1.45695
N -3.57472 -1.16310 -2.05945
C 0.38334 -0.44981 -2.87115
C -1.01043 -1.06347 -3.03303
C 3.44664 0.17657 -0.53870
C 4.43895 1.03892 -0.98877
C 4.28479 1.16867 -2.40964
C 3.20411 0.38498 -2.77882
C 2.38484 -3.82761 -2.15647
C 2.82917 -4.57898 -3.23495
C 2.81404 -3.72510 -4.39156
C 2.39855 -2.47028 -3.96188
C -1.71714 1.60662 -0.32755
C -1.74544 2.95422 -0.67411
C -2.08690 3.02990 -2.06276
C -2.22696 1.72863 -2.52401
C -4.41937 -0.46924 -2.93830
C -5.55474 -1.23685 -3.17630
C -5.40197 -2.46217 -2.44425
C -4.18253 -2.40494 -1.78619
H 0.89599 -0.52557 -3.83594
H 0.33339 0.60936 -2.56674
H -1.55118 -0.55408 -3.84311
H -0.94993 -2.14654 -3.25394
H 3.19633 -0.18272 0.45170
H 5.17948 1.53235 -0.37981
H 4.88024 1.76108 -3.08885
H 2.74899 0.25173 -3.75055
H 2.23962 -4.09003 -1.11391
H 3.13459 -5.61685 -3.21354
H 3.06064 -3.98801 -5.41001
H 2.29190 -1.55843 -4.53211
H -1.49867 1.11798 0.61171
H -1.54572 3.78183 -0.01129
H -2.22200 3.92785 -2.65111
H -2.44012 1.37382 -3.52447
H -4.17986 0.51323 -3.31251
H -6.39188 -0.96286 -3.80324
H -6.09684 -3.28594 -2.41606
H -3.68089 -3.11407 -1.14649
F -1.95319 -3.55924 3.54062
*
```

***

Entry 2:
This record from the OMol25 dataset describes a molecular structure, C27H35KN6O8. The level of theory is ωB97M-V with the def2-TZVPD basis set.

HOMO energy = -2.6 eV
E = -2580.42602 Ha
Orbital gap = 6.7 eV
ΔE to the lowest compared entry with this formula, charge and spin = 0.926 eV

ORCA input file:
```
! RIJCOSX wB97M-V def2-TZVPD def2/J DEFGRID3
* xyz -2 1
K 0.92233 0.25023 0.17654
O 1.59031 3.61663 2.93501
C 1.80235 2.99327 1.88273
O 2.25451 1.81860 1.75190
C 1.62701 3.81095 0.56593
C 2.62521 3.36956 -0.51894
C 2.89771 4.52789 -1.49012
C 1.56032 4.57546 -2.26961
C 0.80580 3.38990 -1.64296
O 1.86517 2.47232 -1.34918
C 0.28829 3.76430 -0.23550
C -0.84810 2.81258 0.20022
O -1.80061 2.71913 -0.62915
O -0.75922 2.21906 1.27924
H 1.82399 4.84532 0.85605
H 3.49719 2.85035 -0.13262
H 3.73244 4.28836 -2.15158
H 3.12668 5.45621 -0.96413
H 1.71406 4.41116 -3.33752
H 1.01872 5.51418 -2.14184
H 0.06494 2.91761 -2.28123
H -0.17213 4.75510 -0.27083
O 2.53228 -4.22517 -1.81564
C 2.44329 -3.03321 -1.51522
N 1.63653 -2.07177 -1.99568
C 1.10519 -2.19490 -3.22055
O 1.48544 -2.86287 -4.18546
C -0.10961 -1.29082 -3.46088
C -0.85722 -1.51832 -4.61586
C -1.96364 -0.73054 -4.87062
C -2.28386 0.27569 -3.97212
C -1.47983 0.44056 -2.85241
N -0.42133 -0.32924 -2.59031
C 3.30534 -2.55585 -0.34340
C 4.10440 -3.47738 0.32419
C 4.83245 -3.06399 1.42515
C 4.74101 -1.74012 1.82679
C 3.93683 -0.88528 1.07950
N 3.24368 -1.27485 0.01960
H -0.53483 -2.30949 -5.27761
H -2.56687 -0.89521 -5.75745
H -3.13835 0.92415 -4.12136
H -1.69334 1.22293 -2.12776
H 4.11063 -4.49692 -0.03639
H 5.45362 -3.76867 1.96893
H 5.26783 -1.36390 2.69459
H 3.81252 0.15518 1.37400
C -5.73606 -1.07239 0.44343
C -4.56640 -0.09109 0.45361
C -4.49565 0.64563 -0.88924
C -4.74234 0.92401 1.57941
N -3.36580 -0.89746 0.73502
N -2.14141 -0.17609 0.80656
H -6.67551 -0.55189 0.24231
H -5.81007 -1.58277 1.40548
H -5.59622 -1.82815 -0.33501
H -5.43243 1.18065 -1.07533
H -4.33989 -0.06451 -1.70633
H -3.68616 1.37940 -0.89941
H -5.67780 1.47395 1.44761
H -3.92287 1.64472 1.57960
H -4.76532 0.41511 2.54619
H -3.24964 -1.58403 -0.00251
H -2.05865 0.24447 1.72403
H -2.13576 0.62725 0.17451
C 0.65461 -2.71740 4.90882
N 0.87426 -3.02000 3.51962
C 1.65101 -4.19153 3.19004
C 0.52389 -2.14040 2.54055
O 0.75496 -2.30972 1.36385
H 0.07847 -3.51009 5.39701
H 0.10073 -1.78355 4.99461
H 1.60311 -2.60283 5.44431
H 1.16507 -5.09397 3.57291
H 2.65532 -4.12214 3.62036
H 1.73852 -4.25300 2.10781
H -0.00108 -1.25039 2.92371
*
```

***

Entry 3:
This record from the OMol25 dataset describes C27H35N3O3 in the gas phase. The level of theory is ωB97M-V with the def2-TZVPD basis set.

HOMO energy = -8.1 eV
Structure (SMILES) = Cc1ccc2c(c1)[C@H]1CN(C)CC[C@H]1N2C(=O)COc1ccc(N(C)C(=O)C(C)(C)C)cc1
E = -1439.86552 Ha
Orbital gap = 8.6 eV
ΔE to the lowest compared entry with this formula, charge and spin = 1.938 eV

ORCA input file:
```
! RIJCOSX wB97M-V def2-TZVPD def2/J DEFGRID3
* xyz 0 1
C 5.09728 3.62594 1.70300
C 4.41985 2.32446 1.39744
C 4.74122 1.16740 2.09266
C 4.11895 -0.04616 1.83419
C 3.15265 -0.08496 0.84744
C 2.81573 1.07004 0.14129
C 3.43732 2.26758 0.40951
H 3.16993 3.15746 -0.14110
C 1.74378 0.76109 -0.85753
C 2.00299 1.31006 -2.27581
N 1.30198 0.56605 -3.29593
C -0.13813 0.68827 -3.21813
H -0.59097 0.17954 -2.35455
H -0.57244 0.27317 -4.12719
H -0.39676 1.74501 -3.17054
C 1.77805 -0.81054 -3.37739
C 2.44363 -1.32366 -2.08973
H 2.42456 -2.41288 -2.09051
C 1.71503 -0.78236 -0.85879
N 2.40140 -1.18091 0.37498
C 2.37206 -2.38265 0.99145
O 2.95844 -2.60260 2.03697
C 1.63324 -3.57515 0.35728
O 0.49115 -3.37267 -0.43798
C -0.60940 -2.79276 0.12166
C -0.67730 -2.30076 1.42122
C -1.82000 -1.64813 1.84703
C -2.89874 -1.46677 0.99089
C -2.85533 -2.02642 -0.28257
C -1.71701 -2.66992 -0.71896
H -1.65749 -3.08698 -1.71211
H -3.71673 -1.95228 -0.92908
N -4.07004 -0.81029 1.44710
C -4.48742 0.45873 1.18923
O -5.58384 0.82284 1.57384
C -3.58554 1.43151 0.40592
C -2.09806 1.35927 0.76006
H -1.60404 2.25449 0.38468
H -1.95466 1.32311 1.83740
H -1.61208 0.49648 0.31384
C -4.08535 2.84591 0.73015
H -3.92198 3.07144 1.78128
H -5.15025 2.92300 0.53166
H -3.55746 3.58022 0.12620
C -3.78591 1.17497 -1.09358
H -3.31126 1.96774 -1.66884
H -4.84645 1.16362 -1.33495
H -3.34616 0.22802 -1.39439
C -4.94583 -1.68374 2.20957
H -5.81036 -1.10201 2.52351
H -5.27451 -2.52356 1.59344
H -4.42059 -2.06986 3.08454
H -1.86387 -1.25103 2.84972
H 0.15386 -2.40705 2.10003
H 1.41008 -4.25733 1.18890
H 2.34862 -4.07939 -0.30211
H 0.68644 -1.14124 -0.85546
H 3.48646 -1.00297 -2.04253
H 0.93543 -1.45653 -3.63156
H 2.50478 -0.87099 -4.19665
H 1.69245 2.35536 -2.33079
H 3.07094 1.26559 -2.50294
H 0.78559 1.15296 -0.49743
H 4.38220 -0.93013 2.38859
H 5.50126 1.20654 2.85910
H 5.97269 3.47197 2.32827
H 4.41239 4.29048 2.23000
H 5.40353 4.12436 0.78507
*
```

***

Among the records above, which one has the highest ΔE to the lowest compared entry with this formula, charge and spin? C27H35N3O3

***

Repeat the second record exactly.
This record from the OMol25 dataset describes a molecular structure, C27H35KN6O8. The level of theory is ωB97M-V with the def2-TZVPD basis set.

HOMO energy = -2.6 eV
E = -2580.42602 Ha
Orbital gap = 6.7 eV
ΔE to the lowest compared entry with this formula, charge and spin = 0.926 eV

ORCA input file:
```
! RIJCOSX wB97M-V def2-TZVPD def2/J DEFGRID3
* xyz -2 1
K 0.92233 0.25023 0.17654
O 1.59031 3.61663 2.93501
C 1.80235 2.99327 1.88273
O 2.25451 1.81860 1.75190
C 1.62701 3.81095 0.56593
C 2.62521 3.36956 -0.51894
C 2.89771 4.52789 -1.49012
C 1.56032 4.57546 -2.26961
C 0.80580 3.38990 -1.64296
O 1.86517 2.47232 -1.34918
C 0.28829 3.76430 -0.23550
C -0.84810 2.81258 0.20022
O -1.80061 2.71913 -0.62915
O -0.75922 2.21906 1.27924
H 1.82399 4.84532 0.85605
H 3.49719 2.85035 -0.13262
H 3.73244 4.28836 -2.15158
H 3.12668 5.45621 -0.96413
H 1.71406 4.41116 -3.33752
H 1.01872 5.51418 -2.14184
H 0.06494 2.91761 -2.28123
H -0.17213 4.75510 -0.27083
O 2.53228 -4.22517 -1.81564
C 2.44329 -3.03321 -1.51522
N 1.63653 -2.07177 -1.99568
C 1.10519 -2.19490 -3.22055
O 1.48544 -2.86287 -4.18546
C -0.10961 -1.29082 -3.46088
C -0.85722 -1.51832 -4.61586
C -1.96364 -0.73054 -4.87062
C -2.28386 0.27569 -3.97212
C -1.47983 0.44056 -2.85241
N -0.42133 -0.32924 -2.59031
C 3.30534 -2.55585 -0.34340
C 4.10440 -3.47738 0.32419
C 4.83245 -3.06399 1.42515
C 4.74101 -1.74012 1.82679
C 3.93683 -0.88528 1.07950
N 3.24368 -1.27485 0.01960
H -0.53483 -2.30949 -5.27761
H -2.56687 -0.89521 -5.75745
H -3.13835 0.92415 -4.12136
H -1.69334 1.22293 -2.12776
H 4.11063 -4.49692 -0.03639
H 5.45362 -3.76867 1.96893
H 5.26783 -1.36390 2.69459
H 3.81252 0.15518 1.37400
C -5.73606 -1.07239 0.44343
C -4.56640 -0.09109 0.45361
C -4.49565 0.64563 -0.88924
C -4.74234 0.92401 1.57941
N -3.36580 -0.89746 0.73502
N -2.14141 -0.17609 0.80656
H -6.67551 -0.55189 0.24231
H -5.81007 -1.58277 1.40548
H -5.59622 -1.82815 -0.33501
H -5.43243 1.18065 -1.07533
H -4.33989 -0.06451 -1.70633
H -3.68616 1.37940 -0.89941
H -5.67780 1.47395 1.44761
H -3.92287 1.64472 1.57960
H -4.76532 0.41511 2.54619
H -3.24964 -1.58403 -0.00251
H -2.05865 0.24447 1.72403
H -2.13576 0.62725 0.17451
C 0.65461 -2.71740 4.90882
N 0.87426 -3.02000 3.51962
C 1.65101 -4.19153 3.19004
C 0.52389 -2.14040 2.54055
O 0.75496 -2.30972 1.36385
H 0.07847 -3.51009 5.39701
H 0.10073 -1.78355 4.99461
H 1.60311 -2.60283 5.44431
H 1.16507 -5.09397 3.57291
H 2.65532 -4.12214 3.62036
H 1.73852 -4.25300 2.10781
H -0.00108 -1.25039 2.92371
*
```